Record 1
ORCA calculation (ωB97M-V/def2-TZVPD) on a molecular structure, H26N4O13S2Zn at a distorted geometry.

Each line ends with the Mulliken spin population.
Positions of all 46 atoms, in Å:
Zn (8.812, 11.926, -5.982)  -0.16
N (11.279, 10.955, -8.881)  0.03
H (11.975, 10.771, -8.173)  0.00
H (11.079, 10.187, -9.505)  0.00
H (11.660, 11.699, -9.448)  -0.01
H (10.419, 11.266, -8.451)  0.01
N (7.699, 16.004, -10.114)  0.17
H (7.419, 16.575, -9.329)  0.25
H (8.048, 16.608, -10.845)  -0.07
H (6.879, 15.582, -10.525)  -0.07
H (8.400, 15.361, -9.774)  0.07
N (8.811, 17.442, -6.441)  0.35
H (7.996, 17.464, -7.038)  0.19
H (9.398, 18.207, -6.742)  -0.07
H (9.248, 16.569, -6.700)  0.04
H (8.654, 17.500, -5.445)  -0.06
N (5.696, 13.780, -7.401)  0.07
H (6.652, 13.892, -7.092)  0.05
H (5.137, 14.604, -7.232)  -0.05
H (5.339, 12.961, -6.930)  0.00
H (5.672, 13.611, -8.396)  0.03
S (7.037, 10.219, -8.189)  0.07
O (6.444, 11.065, -9.184)  0.00
O (7.957, 10.936, -7.360)  0.07
O (6.058, 9.554, -7.311)  0.00
O (7.760, 9.230, -8.995)  0.00
S (9.352, 14.052, -7.525)  1.03
O (8.190, 13.744, -6.729)  -0.28
O (9.003, 14.152, -8.913)  -0.41
O (9.978, 15.312, -7.124)  -0.06
O (10.048, 12.819, -7.233)  -0.26
O (11.320, 16.503, -4.799)  0.01
H (10.880, 16.336, -5.632)  0.03
H (10.618, 16.776, -4.208)  -0.01
O (12.944, 13.311, -7.167)  0.02
H (12.000, 13.440, -7.256)  0.00
H (13.046, 12.368, -7.034)  -0.01
O (9.775, 12.968, -4.351)  -0.01
H (9.865, 12.873, -3.403)  0.01
H (9.379, 13.832, -4.469)  0.00
O (7.876, 12.859, -10.891)  -0.01
H (8.442, 12.932, -11.659)  0.01
H (8.321, 13.370, -10.216)  0.02
O (11.709, 16.747, -8.409)  -0.01
H (12.357, 16.139, -8.764)  -0.01
H (11.021, 16.185, -8.054)  0.03

- <S²>: 0.75
- LUMO level (spin up / spin down): -4.27 / -4.31 eV
- 2S+1: 2
- Kohn-Sham gap (spin up / spin down): 3.32 / 4.89 eV
- Net charge: +1
- Highest occupied orbital energy (spin up / spin down): -7.59 / -9.20 eV

Record 2
ORCA calculation (ωB97M-V/def2-TZVPD) on a molecular structure, C4H8NO2S at a distorted geometry.

Each line ends with the Mulliken spin population.
Positions of all 16 atoms, in Å:
C (0.498, 0.759, 0.201)  -0.05
C (-0.223, 1.822, -0.733)  0.09
C (-0.829, -1.767, 0.931)  -0.02
C (1.867, 0.479, -0.197)  0.38
N (2.448, -0.636, -0.107)  0.24
O (3.583, -1.058, -0.481)  0.47
O (0.215, 0.681, 1.419)  0.06
S (-0.394, -1.242, -0.758)  0.48
H (0.351, 1.904, -1.659)  -0.03
H (-1.169, 1.412, -0.831)  0.00
H (-0.249, 2.788, -0.239)  -0.01
H (-1.748, -2.380, 1.070)  0.03
H (-0.850, -0.919, 1.713)  0.00
H (0.111, -2.360, 1.108)  0.00
H (2.646, 1.512, -1.306)  0.38
H (1.874, -1.436, 0.403)  -0.01

- <S²>: 2.03
- LUMO level (spin up / spin down): 3.65 / 1.57 eV
- 2S+1: 3
- Kohn-Sham gap (spin up / spin down): 5.40 / 5.44 eV
- Net charge: -1
- Highest occupied orbital energy (spin up / spin down): -1.75 / -3.87 eV
- Energy relative to the best compared isomer or geometry (same formula, charge and spin): 4.136 eV

Record 3
ORCA calculation (ωB97M-V/def2-TZVPD) on 2 unconnected molecules or ions with the total composition C4H14S2Si2 at a distorted geometry.

Each line ends with the Mulliken spin population.
Positions of all 22 atoms, in Å:
C (2.725, 1.277, 0.908)  0.00
C (3.615, -0.578, -1.337)  0.00
C (-2.161, -1.001, -1.660)  0.05
C (-3.263, -0.221, 1.118)  0.06
Si (2.998, -0.565, 0.418)  0.00
Si (-2.562, 0.463, -0.539)  0.80
S (0.967, -1.323, 0.548)  0.01
S (-2.068, 2.348, -0.822)  1.04
H (2.546, 1.308, 2.005)  0.00
H (3.561, 1.824, 0.707)  0.00
H (1.825, 1.785, 0.441)  0.00
H (3.409, -1.594, -1.724)  0.00
H (3.001, 0.049, -1.839)  0.00
H (4.778, -0.328, -1.446)  0.00
H (-2.699, -1.869, -1.300)  0.00
H (-2.472, -0.708, -2.722)  0.00
H (-1.195, -1.361, -1.660)  0.02
H (-2.433, -0.817, 1.615)  0.02
H (-3.667, 0.515, 1.827)  -0.01
H (-4.189, -0.886, 1.100)  0.01
H (3.686, -1.122, 1.545)  0.00
H (0.724, -2.183, -0.401)  0.00

- <S²>: 2.00
- LUMO level (spin up / spin down): 0.57 / -2.97 eV
- 2S+1: 3
- Kohn-Sham gap (spin up / spin down): 5.82 / 6.41 eV
- Net charge: 0
- Highest occupied orbital energy (spin up / spin down): -5.24 / -9.38 eV

Record 4
ORCA calculation (ωB97M-V/def2-TZVPD) on 2 unconnected molecules or ions with the total composition C3H7NOS at a distorted geometry.

Each line ends with the Mulliken charge.
Positions of all 13 atoms, in Å:
C (0.290, 0.817, -0.189)  0.13
C (1.301, 1.622, -0.185)  -0.78
S (-2.861, -0.156, 0.099)  -0.33
C (0.483, -0.721, -0.347)  0.38
N (0.126, -1.509, 0.842)  -0.47
O (1.619, -0.761, -0.994)  -0.53
H (-0.623, 1.174, 0.094)  0.10
H (-0.392, -0.816, -1.014)  0.16
H (2.194, 1.269, -0.614)  0.33
H (1.503, 2.415, 0.385)  0.32
H (-3.445, 0.870, 0.611)  0.09
H (0.626, -2.402, 0.689)  0.29
H (-0.821, -1.802, 0.623)  0.32

- LUMO level: -4.15 eV
- 2S+1: 1
- Kohn-Sham gap: 4.43 eV
- Net charge: 0
- Highest occupied orbital energy: -8.57 eV
- Energy relative to the best compared isomer or geometry (same formula, charge and spin): 8.272 eV

Record 5
ORCA calculation (ωB97M-V/def2-TZVPD) on a molecular structure, C6H10Li3O9 at a distorted geometry.

Each line ends with the Mulliken charge.
Positions of all 28 atoms, in Å:
Li (1.250, 1.759, 2.625)  0.83
Li (0.053, 2.167, 0.188)  0.92
Li (-2.168, 0.572, 2.422)  0.83
C (1.416, -0.713, -2.322)  -0.76
C (0.589, -1.803, -2.625)  0.50
C (-0.926, -1.727, -2.527)  0.13
O (-1.702, -2.684, -2.757)  -0.74
C (-1.467, -0.498, -2.169)  -0.55
C (-0.645, 0.586, -1.723)  0.22
C (0.927, 0.501, -1.827)  0.74
O (1.590, 1.465, -1.386)  -0.78
O (-1.151, 1.633, -1.228)  -1.06
O (1.197, -2.859, -2.967)  -0.76
H (2.482, -0.779, -2.486)  0.38
H (-2.530, -0.289, -2.160)  0.88
O (-0.410, 0.966, 1.739)  -1.16
H (-0.770, 0.522, 0.961)  0.44
O (1.647, 2.843, 1.112)  -1.09
H (1.357, 3.757, 1.214)  0.18
O (-2.934, 0.316, 0.475)  -0.74
H (-3.250, -0.570, 0.259)  0.38
H (-2.410, 0.594, -0.317)  0.17
O (2.394, 0.150, 2.983)  -0.61
H (1.746, -0.547, 3.158)  0.37
H (3.220, -0.319, 2.843)  0.27
O (0.475, -1.823, 1.973)  -0.66
H (-0.086, -2.315, 2.584)  0.31
H (0.106, -0.907, 1.957)  0.37

- LUMO level: 0.62 eV
- 2S+1: 1
- Kohn-Sham gap: 3.64 eV
- Net charge: -1
- Highest occupied orbital energy: -3.02 eV

Record 6
ORCA calculation (ωB97M-V/def2-TZVPD) on 12 unconnected molecules or ions with the total composition C25H38BrCl36NO5P2 at a distorted geometry.

Each line ends with the Mulliken charge.
Positions of all 108 atoms, in Å:
C (1.232, -0.261, 1.836)  -0.42
O (-0.250, -0.102, 1.671)  -0.36
C (-0.664, -0.932, 0.529)  -0.05
C (-2.248, -0.817, 0.122)  -0.74
C (-3.199, -0.177, 1.340)  0.02
C (-4.728, -0.037, 0.760)  -0.49
C (-5.354, 1.477, 0.813)  0.10
C (-5.091, 2.293, 2.210)  -0.22
C (-5.467, 3.889, 1.882)  -0.96
C (-4.400, 4.604, 0.853)  -0.35
C (-2.874, 4.626, 1.482)  -0.26
C (-1.773, 3.511, 0.913)  0.27
O (-1.871, 2.630, -0.086)  -0.57
N (-0.588, 3.838, 1.840)  -0.27
C (-0.546, 5.378, 1.918)  0.38
Br (-0.773, 5.986, 3.853)  -0.13
P (1.147, 5.847, 1.168)  0.16
O (2.432, 5.083, 2.122)  -0.49
O (1.411, 7.592, 1.362)  -0.56
C (-1.932, 5.974, 1.195)  -0.36
P (-1.836, 6.491, -0.652)  0.72
O (-1.005, 5.486, -1.565)  -0.61
H (1.802, 0.776, 1.763)  0.14
H (1.504, -0.698, 2.901)  0.20
H (1.657, -1.004, 1.004)  0.18
H (-0.046, -0.533, -0.410)  0.23
H (-0.312, -2.044, 0.707)  0.00
H (-2.672, -1.900, -0.086)  0.28
H (-2.395, -0.136, -0.848)  0.27
H (-2.685, 0.834, 1.632)  -0.04
H (-3.242, -0.949, 2.229)  0.23
H (-4.670, -0.331, -0.395)  0.17
H (-5.413, -0.868, 1.251)  0.24
H (-6.538, 1.349, 0.722)  -0.25
H (-5.015, 2.030, -0.161)  0.18
H (-3.980, 2.308, 2.579)  0.15
H (-5.754, 1.912, 3.124)  0.32
H (-6.537, 3.916, 1.404)  0.36
H (-5.485, 4.554, 2.857)  0.33
H (-4.319, 4.095, -0.201)  0.28
H (-4.777, 5.717, 0.646)  0.22
H (-3.061, 4.598, 2.637)  0.47
H (0.316, 3.383, 1.563)  0.29
H (3.065, 5.830, 2.388)  0.30
H (1.037, 7.964, 0.508)  0.35
H (-2.128, 6.919, 1.880)  0.43
H (-3.167, 6.641, -1.251)  0.04
H (-1.199, 7.801, -0.821)  0.02
C (1.997, -4.602, 1.650)  -0.09
Cl (0.599, -4.019, 2.569)  -0.06
Cl (1.552, -4.897, -0.039)  -0.12
Cl (3.334, -3.444, 1.748)  -0.11
H (2.328, -5.547, 2.089)  0.37
C (7.085, -4.100, -0.125)  -0.07
Cl (7.611, -2.445, -0.475)  -0.08
Cl (5.339, -4.265, -0.377)  -0.06
Cl (7.971, -5.260, -1.130)  -0.10
H (7.304, -4.316, 0.924)  0.31
C (5.831, 0.418, -3.147)  -0.02
Cl (7.582, 0.192, -2.998)  -0.14
Cl (5.396, 0.821, -4.817)  -0.13
Cl (4.968, -1.034, -2.613)  -0.03
H (5.535, 1.251, -2.504)  0.32
C (1.459, 0.042, -4.364)  0.18
Cl (1.483, -1.582, -3.657)  -0.12
Cl (1.442, -0.049, -6.133)  -0.08
Cl (0.059, 0.956, -3.775)  -0.08
H (2.367, 0.566, -4.054)  0.08
C (11.519, -6.450, -3.081)  0.13
Cl (12.018, -7.186, -1.549)  -0.10
Cl (12.908, -6.266, -4.165)  -0.13
Cl (10.252, -7.420, -3.853)  -0.13
H (11.112, -5.458, -2.871)  0.22
C (-1.080, -7.406, 4.302)  -0.11
Cl (-2.399, -6.639, 3.400)  -0.09
Cl (0.207, -7.925, 3.201)  -0.12
Cl (-0.440, -6.300, 5.530)  -0.04
H (-1.478, -8.290, 4.808)  0.36
C (12.755, -4.385, 1.418)  -0.05
Cl (13.801, -3.389, 0.391)  -0.12
Cl (11.123, -4.483, 0.735)  -0.04
Cl (13.443, -6.005, 1.621)  -0.11
H (12.688, -3.913, 2.402)  0.32
C (-7.718, -0.412, -1.844)  -0.09
Cl (-7.036, -1.705, -0.843)  -0.03
Cl (-8.505, 0.810, -0.829)  -0.14
Cl (-6.459, 0.329, -2.846)  -0.12
H (-8.472, -0.848, -2.504)  0.38
C (-0.984, -1.174, -9.039)  0.05
Cl (-1.667, -2.256, -10.265)  -0.13
Cl (-0.601, -2.072, -7.561)  -0.09
Cl (0.460, -0.358, -9.664)  -0.12
H (-1.731, -0.414, -8.796)  0.29
C (-6.647, -5.833, -1.331)  0.02
Cl (-7.965, -5.066, -2.232)  -0.12
Cl (-5.360, -6.352, -2.432)  -0.12
Cl (-6.007, -4.727, -0.103)  -0.09
H (-7.044, -6.716, -0.825)  0.32
C (-2.608, 9.994, -2.545)  -0.01
Cl (-2.583, 8.369, -1.839)  -0.20
Cl (-2.625, 9.902, -4.315)  -0.12
Cl (-4.008, 10.907, -1.956)  -0.13
H (-1.700, 10.517, -2.236)  0.27
C (-1.149, -2.823, 7.979)  0.02
Cl (-2.350, -3.168, 9.236)  -0.13
Cl (0.042, -4.131, 7.882)  -0.12
Cl (-1.940, -2.584, 6.412)  -0.08
H (-0.627, -1.901, 8.246)  0.30

- LUMO level: -0.54 eV
- 2S+1: 1
- Kohn-Sham gap: 8.37 eV
- Net charge: 0
- Highest occupied orbital energy: -8.91 eV
- Energy relative to the best compared isomer or geometry (same formula, charge and spin): 7.739 eV

| no. | energy (Ha) |
| --- | --- |
| 1 | -3788.05289 |
| 2 | -760.38597 |
| 3 | -1536.05647 |
| 4 | -646.40798 |
| 5 | -934.60487 |
| 6 | -21229.54144 |